1.
# C11H39Ag3O15PV

A structure of composition C11H39Ag3O15PV in a non-equilibrium geometry (wB97M-V/def2-TZVPD, the OMol25 dataset).

Geometry as ORCA input:
```
! wB97M-V def2-TZVPD RIJCOSX def2/J DEFGRID3
* xyz 3 4
O 1.7888 -1.4367 -6.7324
V 1.2858 -2.1454 -5.3441
O 2.1214 -3.4966 -5.1828
Ag 0.4971 4.8909 -0.3128
Ag -3.1350 -0.9069 -0.5665
Ag 6.3492 0.9219 -1.1749
P 1.6804 -0.5103 -0.6951
O 0.6826 -1.6789 -1.0901
O 0.6718 0.5704 -0.3267
O 2.4191 -0.0868 -2.0063
O 2.8145 -0.5775 0.2989
C -4.5805 0.4113 -7.4980
C -4.6726 0.8700 -6.0599
C -6.1009 0.8305 -5.4369
O -3.7289 0.2834 -5.2549
H -5.0752 1.0943 -8.1886
H -5.0138 -0.5651 -7.7146
H -3.5347 0.4605 -7.8013
H -4.4390 1.9319 -6.1362
H -6.2679 1.3417 -4.4888
H -6.4496 -0.1826 -5.2364
H -6.7980 1.3189 -6.1178
C -6.6004 2.1455 2.3288
O -5.5108 2.3447 1.4104
H -7.4826 2.0459 1.6963
H -6.4087 1.2124 2.8585
H -6.8030 2.9576 3.0270
H -5.6479 3.1683 0.9366
C -2.2359 -3.1247 4.4611
O -2.2177 -1.8075 3.8121
H -1.5989 -3.8019 3.8920
H -1.9785 -3.1624 5.5196
H -3.2626 -3.4636 4.3231
H -1.4957 -1.3345 4.2323
C 9.4812 0.6081 3.8333
O 8.4204 0.0459 3.0677
H 10.2326 -0.1581 4.0243
H 9.9954 1.4793 3.4275
H 9.0002 0.8654 4.7769
H 8.0424 -0.7247 3.4976
C 3.2024 1.2418 6.5385
O 2.2351 1.1146 5.4719
H 4.1087 1.6922 6.1336
H 2.8471 1.8726 7.3532
H 3.4594 0.3007 7.0247
H 2.6763 0.6598 4.7508
C -1.2080 -7.5275 -1.7090
O 0.0474 -7.1688 -1.2047
H -2.0015 -7.2990 -0.9974
H -1.4226 -7.1012 -2.6890
H -1.4018 -8.5868 -1.8775
H 0.1426 -6.2136 -1.2148
C 4.9218 -5.3168 2.1821
O 4.9239 -4.2247 3.1045
H 4.2855 -6.1175 2.5590
H 4.5794 -5.0408 1.1847
H 5.9808 -5.5576 2.0889
H 4.5885 -3.4336 2.6763
C -1.8430 6.2860 4.3583
O -0.9491 5.2964 3.8657
H -1.7849 6.2282 5.4453
H -1.5910 7.2939 4.0286
H -2.8697 6.2335 3.9961
H -0.9623 4.5491 4.4681
C 0.6235 4.9431 -6.1545
O 0.7621 4.3517 -4.9373
H 0.8427 6.0038 -6.0321
H 1.2645 4.5571 -6.9471
H -0.4049 4.8983 -6.5130
H 0.5035 3.4303 -5.0129
*
```

relative energy (zero: lowest compared OMol25 entry of this formula, charge and spin): 1284.8 kJ/mol
max |F|: 5.3 eV Å⁻¹
E: -3295.78242 hartree
highest occupied orbital energy (alpha / beta): -14.78 / -14.78 eV
gap between HOMO and LUMO (alpha / beta): 3.40 / 3.38 eV
<S²>: 3.78


2.
# C11H39NO9

A cluster of 9 separate species, C11H39NO9 in total in a non-equilibrium geometry (wB97M-V/def2-TZVPD, the OMol25 dataset).

Geometry as ORCA input:
```
! wB97M-V def2-TZVPD RIJCOSX def2/J DEFGRID3
* xyz 0 1
C -0.8412 -0.9646 -0.2487
C -0.6279 -0.7155 -1.7447
C -0.6531 0.8067 -2.1086
C 0.8281 -1.2139 -2.0241
C 0.9483 -2.6880 -2.4032
C -0.2166 -3.2671 -3.3881
C -1.5381 -2.9049 -2.9332
C -2.4653 -3.1799 -4.1287
C -1.8884 -3.7743 -1.7096
N -1.6324 -1.3962 -2.5944
O -2.9088 -0.9551 -2.3373
H -0.1173 -0.2780 0.1903
H -1.8252 -0.6866 0.1289
H -0.7249 -1.9992 0.0742
H -1.5426 1.3528 -1.7942
H 0.1701 1.3419 -1.6352
H -0.5447 0.8536 -3.1921
H 1.3660 -0.6428 -2.7809
H 1.4535 -1.0278 -1.1510
H 1.9213 -2.7740 -2.8869
H 0.9525 -3.2298 -1.4574
H -0.0622 -4.3209 -3.1560
H 0.1563 -3.0435 -4.3876
H -2.1153 -2.6600 -5.0204
H -3.5354 -2.9939 -4.0367
H -2.3418 -4.2620 -4.1720
H -1.7473 -4.8439 -1.8650
H -2.9034 -3.5155 -1.4079
H -1.2842 -3.5661 -0.8266
H -3.2139 -0.5463 -3.1506
C 2.9970 -1.0612 1.0874
O 4.1430 -1.6031 1.6507
H 3.0573 -0.7428 0.0467
H 2.1196 -1.7002 1.1876
H 2.7719 -0.1088 1.5673
H 4.7783 -0.8910 1.5464
C -0.6419 -0.6669 3.9393
O 0.3787 -0.8667 2.9484
H -1.6365 -0.7278 3.4974
H -0.6142 -1.5147 4.6239
H -0.5138 0.3594 4.2833
H 0.6088 -0.0840 2.4424
O 2.4594 4.3299 3.3072
H 2.2858 5.0683 3.8911
H 3.1460 4.6451 2.7194
O 0.5241 1.7545 2.1687
H 0.2974 2.5899 1.7600
H 0.9158 1.9965 3.0080
O 2.0756 2.1508 4.8049
H 2.8605 1.6036 4.7785
H 2.2539 2.8563 4.1831
O -0.8536 3.9764 -0.8994
H -1.7385 3.6580 -0.7213
H -0.4325 4.0083 -0.0404
O -2.3304 4.7113 2.1250
H -2.6506 4.4067 1.2759
H -1.3772 4.6588 2.0549
O 0.3976 4.5221 1.5227
H 0.5716 5.4123 1.2167
H 1.0805 4.3538 2.1720
*
```

relative energy (zero: lowest compared OMol25 entry of this formula, charge and spin): 16.1 kJ/mol
max |F|: 5.5 eV Å⁻¹
E: -1174.28634 hartree
SMILES: CC1(C)CCCC(C)(C)N1O.CO.CO.O.O.O.O.O.O
highest occupied orbital energy: -7.72 eV
gap between HOMO and LUMO: 6.98 eV


3.
# C11H40N13O12

A cluster of 10 separate species, C11H40N13O12 in total in a non-equilibrium geometry (wB97M-V/def2-TZVPD, the OMol25 dataset).

Geometry as ORCA input:
```
! wB97M-V def2-TZVPD RIJCOSX def2/J DEFGRID3
* xyz -1 1
O 0.1290 -1.4091 -1.3574
C 0.9030 -0.3622 -1.4141
O 0.8466 0.5812 -0.6250
O 1.6576 -0.3489 -2.4064
H 0.6983 -1.6577 -2.0894
C 2.4901 -4.6674 4.7280
O 3.5030 -5.3068 4.9262
N 2.4292 -3.5969 4.0308
N 1.2778 -4.9894 5.1981
H 1.5030 -3.2184 3.8931
H 3.1806 -3.1957 3.4882
H 1.2050 -5.9434 5.5217
H 0.5518 -4.5491 4.6512
C 1.2358 1.7486 -9.5092
O 2.2290 2.3201 -9.8717
N 1.2353 0.7958 -8.6210
N 0.0427 2.0806 -9.8362
H 0.6408 1.0436 -7.8430
H 2.2093 0.7494 -8.3579
H -0.8261 1.6083 -9.6309
H 0.0832 2.7812 -10.5626
C 3.0743 4.2073 5.7450
O 3.3757 4.5294 6.9202
N 4.0121 3.9129 4.9387
N 1.8439 4.1684 5.2091
H 4.9895 3.8030 5.1687
H 3.6565 3.4355 4.1228
H 1.8543 3.6778 4.3264
H 1.1033 4.3885 5.8596
C 7.5584 1.8152 -2.8001
O 8.6198 2.4165 -2.6307
N 6.6956 2.0108 -3.7796
N 7.0785 1.0010 -1.8896
H 5.7671 1.6140 -3.7566
H 6.8257 2.7169 -4.4899
H 6.1017 0.7443 -1.8993
H 7.6084 0.8817 -1.0381
C -2.5913 -7.1351 -3.7623
O -3.0675 -7.6114 -2.7818
N -3.3649 -6.7162 -4.7335
N -1.3861 -7.1996 -4.2282
H -2.9711 -6.0995 -5.4297
H -4.3644 -6.7492 -4.5919
H -1.1103 -6.7102 -5.0676
H -0.7489 -7.5986 -3.5538
C 2.7521 6.2213 -2.8660
O 3.2083 7.0084 -3.6834
N 1.8187 5.3843 -3.1642
N 3.2037 6.0211 -1.6688
H 1.5815 4.5993 -2.5746
H 1.4150 5.4170 -4.0895
H 4.0456 6.4740 -1.3429
H 3.0393 5.1099 -1.2653
C -7.1094 0.3073 4.4028
C -5.6423 0.8643 4.4918
C -4.7212 0.1468 5.4625
O -5.2071 -0.1123 6.7420
C -4.2594 -0.7318 7.5448
N -5.1106 0.7713 3.1199
H -7.6375 0.3952 5.3522
H -7.0467 -0.7480 4.1373
H -7.6918 0.6940 3.5665
H -5.8598 1.8657 4.8632
H -3.9330 0.8689 5.6757
H -4.2998 -0.7752 5.0620
H -4.5622 -0.8256 8.5876
H -3.4083 -0.0727 7.7162
H -3.8551 -1.6934 7.2284
H -4.8716 -0.2099 3.1373
H -4.2575 1.2390 2.8487
O -3.4033 0.9877 -5.2379
H -4.3481 1.1384 -5.2688
H -3.2332 0.7144 -4.3365
O -2.9802 -4.9554 2.1372
H -2.4142 -4.3386 1.6731
H -2.9973 -5.7325 1.5785
*
```

relative energy (zero: lowest compared OMol25 entry of this formula, charge and spin): 247.4 kJ/mol
max |F|: 6.4 eV Å⁻¹
E: -2057.96409 hartree
highest occupied orbital energy: -4.97 eV
gap between HOMO and LUMO: 6.66 eV


4.
# C11H40N2O10

A cluster of 9 separate species, C11H40N2O10 in total in a non-equilibrium geometry (wB97M-V/def2-TZVPD, the OMol25 dataset).

Geometry as ORCA input:
```
! wB97M-V def2-TZVPD RIJCOSX def2/J DEFGRID3
* xyz 1 2
N -2.3391 3.1323 -0.5053
H -1.5981 2.4472 -0.4649
H -3.2432 2.7052 -0.3625
H -2.3074 3.5681 -1.4158
H -2.1712 3.8329 0.2025
N 0.5123 0.6479 -0.4127
O 1.5042 1.0836 0.1251
O 0.3647 -0.5507 -0.5736
O -0.4155 1.3003 -0.8914
C 0.3183 0.9782 -4.5738
O -0.8821 0.7488 -3.9246
H 0.3958 2.0338 -4.8342
H 1.2657 0.6612 -4.1377
H 0.2750 0.3460 -5.4607
H -0.6615 0.6320 -2.9976
C 1.5801 4.5045 -1.7431
O 0.5968 3.6987 -2.3744
H 2.6308 4.2152 -1.7613
H 1.5828 5.4758 -2.2377
H 1.2384 4.6964 -0.7260
H 0.7330 2.7664 -2.1901
C 0.5083 -2.3527 -3.9584
C 1.3707 -3.4211 -3.2886
C 2.5427 -2.7721 -2.5056
O 0.5222 -4.0678 -2.3439
H -0.3855 -2.7795 -4.4135
H 1.1255 -1.8226 -4.6838
H 0.2627 -1.5638 -3.2475
H 1.7246 -4.2830 -3.8542
H 3.3834 -3.3979 -2.2060
H 2.2137 -2.2026 -1.6364
H 2.9579 -1.9471 -3.0844
H 0.3860 -3.4557 -1.6171
C 1.4971 -0.6207 5.8677
C 1.1228 -0.5503 4.3633
C 2.2467 -0.2318 3.4162
O 0.7711 -1.8896 4.0431
H 0.7759 -1.0058 6.5886
H 1.9457 0.3290 6.1592
H 2.3343 -1.3178 5.9029
H 0.1645 -0.0410 4.2614
H 1.9981 -0.4281 2.3732
H 3.1991 -0.7189 3.6253
H 2.1605 0.8542 3.4529
H 0.7803 -1.9504 3.0850
C -2.0636 -0.7657 1.7980
C -3.5258 -1.0096 1.9340
C -4.2521 -0.1136 2.9698
O -4.0268 -0.9226 0.6166
H -1.4719 -0.5912 2.6967
H -1.8685 0.1097 1.1785
H -1.6569 -1.5653 1.1789
H -3.7049 -2.0469 2.2167
H -3.8270 -0.4020 3.9311
H -5.3225 -0.3109 2.9108
H -4.0785 0.9624 2.9862
H -4.9726 -1.0772 0.6734
O -2.2341 -1.6831 -1.1978
H -1.4388 -1.1852 -1.0085
H -2.7891 -1.5502 -0.4293
O 4.2003 1.7950 1.1643
H 3.3085 1.5456 0.9218
H 4.7364 1.5235 0.4192
*
```

max |F|: 3.0 eV Å⁻¹
E: -1304.42257 hartree
highest occupied orbital energy (alpha / beta): -12.04 / -12.04 eV
gap between HOMO and LUMO (alpha / beta): 7.20 / 2.74 eV
<S²>: 0.76